# 1
A cluster of 2 separate species, C2H8Br2OSi2 in total in a non-equilibrium geometry. Source: the OMol25 dataset; level of theory: wB97M-V/def2-TZVPD.

```
15
Properties=species:S:1:pos:R:3:nbo_charge:R:1
Br 1.10 3.35 -0.44 -0.315
Br 0.88 1.64 2.77 -0.312
Si -1.86 0.51 -0.19 1.845
Si 2.10 1.91 0.93 1.167
O -0.39 0.62 0.12 -1.200
C 2.65 0.31 0.12 -1.117
C -2.77 -1.13 -0.39 -1.171
H 3.24 2.68 1.42 -0.189
H -3.60 -1.20 0.30 0.255
H -2.10 -1.97 -0.19 0.261
H -2.74 1.66 -0.38 -0.240
H -3.16 -1.26 -1.39 0.256
H 1.80 -0.30 -0.20 0.271
H 3.25 -0.27 0.81 0.245
H 3.26 0.52 -0.76 0.245
```

## Properties
energy above the lowest of the compared OMol25 structures with the same formula, charge and spin = 34.0 kcal/mol
multiplicity = 1
E_LUMO = -0.07 eV

# 2
An isolated molecule of C3HBrN2O in a non-equilibrium geometry. Source: the OMol25 dataset; level of theory: wB97M-V/def2-TZVPD.

```
8
Properties=species:S:1:pos:R:3:mulliken_spin:R:1
Br -2.52 0.86 -1.04 0.116
O 0.14 -1.21 1.61 0.193
N 0.74 0.98 0.93 0.104
N 1.52 1.83 0.91 0.637
C -0.02 -0.68 -0.77 -0.129
C 0.37 -0.36 0.77 0.193
C -1.13 -0.28 -1.31 0.846
H 0.90 -1.14 -1.11 0.040
```

## Properties
energy above the lowest of the compared OMol25 structures with the same formula, charge and spin = 0.0 kcal/mol
multiplicity = 3
E_LUMO (spin up / spin down) = 0.02 / -1.40 eV
⟨S²⟩ = 2.024

# 3
An isolated molecule of C6H10N2O. Source: the OMol25 dataset; level of theory: wB97M-V/def2-TZVPD.

```
19
Properties=species:S:1:pos:R:3:nbo_charge:R:1
O 1.11 1.46 -1.36 -0.491
N 0.42 -0.76 1.31 -0.264
N 0.51 -0.24 0.04 -0.333
C -0.71 -1.69 1.35 -0.408
C 0.43 0.16 2.43 -0.444
C 0.79 0.62 -2.47 -0.154
C 0.92 0.95 -0.12 0.323
C -1.85 0.57 -2.83 -0.234
C -0.66 0.57 -2.68 -0.020
H 1.27 1.09 -3.31 0.219
H -2.92 0.60 -2.96 0.241
H -0.59 -2.41 0.53 0.215
H -0.34 0.95 2.35 0.173
H 0.28 -0.41 3.35 0.215
H -1.67 -1.18 1.19 0.172
H -0.73 -2.25 2.30 0.196
H 1.40 0.66 2.52 0.199
H 1.19 -0.38 -2.29 0.226
H 1.16 1.69 0.65 0.169
```

## Properties
energy above the lowest of the compared OMol25 structures with the same formula, charge and spin = 91.4 kcal/mol
multiplicity = 1
E_LUMO = 1.01 eV

# 4
An isolated molecule of C4H7N3O in a non-equilibrium geometry. Source: the OMol25 dataset; level of theory: wB97M-V/def2-TZVPD.

```
15
Properties=species:S:1:pos:R:3:nbo_charge:R:1
O 2.12 -2.00 0.27 -0.601
N -0.82 -0.33 -0.08 -0.269
N -2.11 -0.65 -0.46 -0.283
N 1.91 0.24 0.01 -0.599
C 1.31 1.53 -0.12 -0.409
C -2.97 -0.23 0.39 -0.057
C 0.03 -1.21 -0.43 0.025
C 1.43 -1.03 -0.01 0.608
H 2.09 2.22 -0.47 0.203
H 0.45 1.60 -0.89 0.220
H 2.91 0.25 0.27 0.404
H 0.86 1.87 0.81 0.199
H -4.05 -0.47 0.16 0.181
H -2.86 0.37 1.37 0.178
H -0.29 -2.16 -0.84 0.201
```

## Properties
energy above the lowest of the compared OMol25 structures with the same formula, charge and spin = 56.8 kcal/mol
multiplicity = 1
E_LUMO = 0.07 eV